[1]
Density functional theory data (ωB97M-V/def2-TZVPD) for an isolated molecule of C6H7FN2S.

Values from the calculation:
* ΔE to the lowest compared entry with this formula, charge and spin: 0.905 eV
* frontier orbital gap (alpha / beta): 0.3013 / 0.3014 Eh
* strongest force on any atom: 3.82 eV Å⁻¹
* highest occupied orbital energy (alpha / beta): -8.926 / -8.926 eV
* E_tot: -22864.718 eV

```
17
Properties=species:S:1:pos:R:3:forces:R:3
H -2.52691 -2.13151 1.24750 0.8 -0.3 0.1
N -1.86803 -1.59856 0.66643 1.9 1.4 0.7
N -0.72837 -1.41163 1.27967 -3.1 -1.1 -1.8
S -0.18351 -2.22613 2.56368 0.2 -0.5 1.0
C 0.21636 -0.38590 0.70328 -0.3 0.6 0.3
C 0.89260 -0.84188 -0.58475 0.6 1.0 -0.9
C 1.28106 0.02451 -1.57325 0.5 -2.0 1.7
C 0.86482 1.39640 -1.48452 0.4 1.8 -0.7
C -0.00696 1.86370 -0.55605 1.5 -1.9 -1.3
C -0.59955 0.88037 0.43203 0.7 0.6 -0.2
F -0.83291 1.58204 1.62392 -0.3 -0.7 -0.3
H 0.80798 -0.30130 1.65362 0.6 0.4 -1.5
H 1.10574 -1.87533 -0.72406 0.4 -0.7 0.4
H 2.06900 -0.29170 -2.33241 -1.6 0.3 0.8
H 1.35034 2.01153 -2.29555 -1.0 -0.1 1.2
H -0.34246 2.86965 -0.63096 -0.4 0.6 0.4
H -1.49918 0.43573 0.01142 -0.8 0.6 0.2
```
Forces are in eV/Å.


[2]
Density functional theory data (ωB97M-V/def2-TZVPD) for an isolated molecule of C6H7FN2S.

Values from the calculation:
* ΔE to the lowest compared entry with this formula, charge and spin: 0.315 eV
* frontier orbital gap (alpha / beta): 0.2685 / 0.2503 Eh
* strongest force on any atom: 7.10 eV Å⁻¹
* highest occupied orbital energy (alpha / beta): -7.154 / -9.178 eV
* 2S+1: 3
* E_tot: -22861.824 eV

```
17
Properties=species:S:1:pos:R:3:forces:R:3
C -0.04390 1.19784 -1.12376 -0.5 -1.4 0.6
C 0.57427 -0.00598 -1.68830 0.5 1.4 -1.2
C -0.67894 1.18617 0.03688 -1.2 0.1 1.2
C 0.65362 -1.20157 -1.14722 -1.3 -2.0 0.2
C -0.61110 -0.06196 0.87941 -0.4 -3.6 -1.7
C -0.17272 -1.58795 0.00659 -0.7 4.9 1.9
N -0.14715 -0.29348 3.06665 -0.6 -2.0 6.8
N 0.34580 0.05355 1.95758 -0.8 0.6 -4.7
F -1.28778 -2.37822 -0.06472 -0.3 0.2 -1.2
S 1.81659 0.55897 1.57894 2.8 0.7 0.4
H 0.12394 2.11113 -1.60417 -0.1 1.1 -1.0
H 1.00728 0.20231 -2.66040 0.7 -0.2 0.2
H -1.22533 2.08945 0.44696 1.0 -1.1 -0.4
H 1.26595 -2.05332 -1.40385 0.3 0.3 -1.2
H -1.48493 -0.58347 1.31415 -0.1 1.4 -0.1
H 0.41750 -2.05670 0.70146 1.6 -1.2 1.9
H 0.57964 -0.64205 3.77813 -0.8 0.8 -1.5
```
Forces are in eV/Å.


[3]
Density functional theory data (ωB97M-V/def2-TZVPD) for C6H7FO as an isolated structure.

Values from the calculation:
* ΔE to the lowest compared entry with this formula, charge and spin: 5.335 eV
* frontier orbital gap: 0.3648 Eh
* strongest force on any atom: 7.61 eV Å⁻¹
* highest occupied orbital energy: -9.246 eV
* E_tot: -11094.696 eV

```
15
Properties=species:S:1:pos:R:3:forces:R:3
C -0.09390 -0.60675 0.28382 -0.7 -4.4 2.1
C -0.30462 -0.96080 -1.18793 -3.6 1.2 -3.7
C 0.79978 0.17668 -1.20797 4.9 -2.7 -5.2
C 1.41070 -0.74499 -0.10731 1.9 -0.9 1.6
C 0.13636 1.37672 -0.81674 -2.2 -0.9 4.0
C -0.51323 0.87457 0.28537 1.9 3.9 0.0
H -0.00568 -1.55261 2.03417 -1.8 -0.3 -2.5
H -0.32376 -2.13279 -1.64083 0.8 3.5 1.6
H -1.15234 -0.31330 -1.68630 0.6 -2.2 1.0
H 1.49179 0.37416 -2.05529 -0.6 -0.6 0.0
H 2.29816 -0.64284 0.63575 -1.5 1.0 -1.0
H 1.68108 -1.84274 -0.54858 -1.2 2.7 0.9
H 0.20981 2.36765 -1.18791 0.2 0.5 -0.1
O -0.57988 -1.64481 1.16798 1.6 1.9 2.5
F -0.90783 1.80093 1.28997 -0.2 -2.7 -1.2
```
Forces are in eV/Å.